Record 1
{"formula": "C42H57BN10OS4SeY", "method": "wB97M-V/def2-TZVPD", "de_lowest_ev": 0.000, "gap_ev": 6.71, "total_charge": 1, "symbols": ["H", "H", "H", "O", "H", "H", "H", "C", "H", "C", "N", "S", "C", "H", "C", "N", "H", "C", "C", "C", "H", "H", "H", "N", "C", "S", "C", "C", "H", "H", "C", "C", "H", "C", "C", "H", "Se", "C", "N", "C", "H", "C", "H", "C", "H", "N", "S", "H", "C", "H", "Y", "H", "C", "C", "C", "H", "C", "S", "H", "H", "C", "H", "H", "B", "C", "H", "H", "C", "H", "C", "N", "H", "H", "H", "C", "H", "H", "H", "H", "H", "C", "C", "H", "H", "N", "H", "H", "H", "C", "C", "H", "C", "C", "H", "H", "H", "H", "N", "H", "C", "C", "C", "C", "H", "H", "H", "C", "H", "H", "C", "H", "N", "N", "C", "H", "H", "C"], "xyz": [[-5.91482, 3.40740, 2.10454], [-3.70900, 0.43409, 6.46556], [-6.64252, -1.50411, 0.27234], [-0.14934, -1.46367, -0.87981], [-2.95312, 0.86655, 8.00998], [-4.11532, 3.19453, 4.66948], [-3.54692, 4.77758, 0.68709], [-0.18498, 1.57002, 2.30245], [-3.95342, -1.93905, 7.25232], [2.88507, -1.79306, 0.12715], [2.80719, -0.56447, -0.38083], [1.23231, 0.68018, 1.97170], [5.18562, -0.47645, -0.45487], [-0.26987, -3.49043, -1.25513], [-0.25258, -2.52848, -1.78514], [2.46027, 3.22301, -1.63683], [1.93933, -2.27795, 0.33526], [1.25282, 3.83173, -1.55267], [-3.84081, 3.73547, 2.57584], [-1.09463, -2.63546, 5.50687], [6.22511, -2.20928, 0.26987], [-7.17851, -0.85308, 4.76256], [0.27048, 5.45454, -2.22916], [-2.02880, -0.61152, 4.66375], [-3.45882, -0.34996, 0.14717], [-0.69347, -2.08038, 1.51586], [-0.75737, -0.72152, 7.85994], [-4.97482, 2.85636, 2.04206], [-4.79545, 2.58077, 1.00040], [-2.55991, -2.85912, 7.83821], [-3.00047, -1.86170, 7.78046], [3.94068, 0.08495, -0.67838], [0.20373, -4.90718, 4.93442], [-2.07383, -0.86095, 7.07906], [-0.00212, -4.37186, 4.01046], [4.10351, -3.42984, 0.77862], [1.40827, 0.53454, -3.41129], [-1.73853, -1.37564, 5.68593], [-4.05805, -1.12114, 2.32635], [-5.08176, -0.66403, -1.77328], [3.12738, 3.55662, -2.31781], [-4.12292, 4.09035, 4.04409], [-0.01171, 2.77588, -4.75750], [-4.75802, -0.75232, -0.31618], [-5.10717, 4.55520, 4.12385], [-3.17481, -0.64384, 1.43884], [-2.43422, 0.52757, -0.88509], [-1.28579, 4.64608, 3.19512], [-1.00559, -2.19362, 3.22202], [-2.97889, 5.69223, 2.09536], [0.52839, 0.39684, -0.83465], [1.06435, 4.52130, 3.54650], [-1.29405, 3.61708, 2.85678], [-1.85814, -0.42704, -5.85525], [-0.70408, -3.07854, 4.27532], [-0.44040, -1.47806, -4.63171], [-6.22871, -1.80742, 3.06234], [-0.03812, 3.25916, -0.64060], [-8.10156, -1.65324, 1.95120], [-8.13793, -2.76786, 3.31248], [3.78667, 1.43493, -1.28053], [5.22456, 2.95003, -1.82673], [-7.09857, 0.17727, 3.32644], [-1.77246, -0.47828, 2.04745], [4.83523, 1.99590, -2.19174], [0.59816, -2.53782, -2.47290], [1.88252, 5.31434, -2.84280], [-0.53383, 1.87742, -5.06248], [-4.34215, -1.22445, -2.34793], [5.26232, -1.75096, 0.08570], [-2.55193, 1.74473, 2.17791], [-0.95918, -0.31866, 8.85376], [4.38720, 2.14428, -3.18058], [0.93784, -4.18637, 3.48640], [-0.11021, 0.64105, -4.58398], [-1.17363, -2.45105, -2.37202], [-2.13530, 1.22889, 6.48034], [-5.02475, 0.36661, -2.12469], [6.08864, 0.06970, -0.68589], [-3.11929, 0.87097, -7.01173], [-5.27748, -1.36564, 1.95350], [4.09278, -2.42673, 0.37593], [-5.06675, 1.93604, 2.62170], [-7.31351, -3.23888, 1.82546], [1.15346, 4.97449, -2.23824], [-0.61046, -5.00543, 3.36155], [-2.36947, -1.33034, -6.16541], [-3.20019, -1.52952, 8.80038], [-5.64927, -1.22210, 0.59396], [-1.61461, 1.95824, -5.93168], [-1.93904, 2.92410, -6.29991], [1.19135, 3.53258, 3.10860], [-5.53375, -2.85200, 3.94552], [-6.07416, -1.06500, -1.97183], [5.66735, 1.31216, -2.32192], [-3.38696, 4.79533, 4.43811], [-0.07425, -0.04169, 7.34666], [-1.66694, -1.07559, 3.48010], [-5.63610, -0.11498, 4.28701], [-6.55555, -0.56953, 3.91142], [-7.51815, -2.39965, 2.49428], [-2.51935, 2.99488, 2.50975], [-0.77605, -0.51269, -4.98749], [-0.90184, -3.25678, 6.37300], [-0.25355, -1.68233, 7.98494], [-6.21212, -3.17438, 4.73760], [-2.76000, 0.50163, 7.00005], [-4.63367, -2.43522, 4.39879], [1.80640, 3.60540, 2.20896], [-3.75445, 5.01387, 1.73306], [1.73274, 2.88932, 3.80341], [2.67275, 2.01610, -1.04920], [-1.40881, 1.03823, 2.10130], [-0.13178, 2.92758, 2.76697], [-5.24708, -3.72892, 3.35958], [-4.70742, 5.54324, 1.78166], [-2.28072, 0.80701, -6.33020]], "forces_ev_per_a": [[0.012, -0.007, -0.013], [0.018, 0.017, 0.005], [0.019, -0.011, -0.009], [0.078, -1.406, -0.569], [-0.010, -0.019, -0.010], [-0.007, 0.018, -0.016], [0.008, 0.005, 0.023], [-0.116, -0.107, -0.021], [0.013, -0.015, 0.020], [0.002, 0.013, 0.027], [0.016, -0.139, -0.145], [-0.093, 0.027, 0.071], [0.120, -0.009, 0.026], [-0.035, 0.019, 0.014], [-0.057, -0.163, 0.245], [0.019, 0.145, 0.110], [-0.026, 0.023, -0.022], [0.033, -0.133, 0.100], [-0.139, -0.046, -0.014], [-0.041, -0.005, -0.043], [-0.006, 0.020, -0.005], [-0.005, 0.009, -0.023], [-0.008, -0.023, -0.032], [-0.055, 0.071, -0.107], [0.074, 0.091, 0.151], [-0.039, -0.268, 0.362], [-0.028, -0.019, -0.005], [0.073, -0.007, 0.003], [-0.020, -0.005, 0.024], [-0.014, 0.025, 0.022], [-0.007, -0.010, -0.028], [-0.061, 0.042, -0.041], [0.008, -0.005, 0.001], [0.066, -0.025, -0.079], [-0.037, 0.077, -0.045], [0.002, 0.020, 0.002], [0.242, 0.128, -0.725], [-0.011, -0.049, 0.121], [0.037, 0.015, 0.025], [-0.006, 0.059, 0.053], [0.004, -0.038, -0.035], [0.025, 0.020, -0.035], [-0.004, -0.006, 0.013], [-0.009, -0.035, -0.141], [0.028, 0.015, 0.015], [0.013, -0.003, -0.165], [-0.018, 0.113, 0.125], [-0.015, -0.014, -0.023], [-0.090, 0.159, -0.118], [-0.026, -0.009, -0.022], [0.164, 1.369, 0.788], [-0.011, -0.005, -0.021], [-0.026, 0.058, 0.058], [0.032, 0.015, 0.033], [0.047, -0.155, 0.057], [0.003, 0.021, 0.008], [0.075, 0.014, 0.030], [-0.079, 0.099, -0.127], [-0.002, -0.030, 0.001], [-0.004, 0.012, -0.009], [0.094, -0.027, -0.071], [-0.008, -0.014, -0.003], [0.032, -0.002, 0.016], [-0.124, 0.162, -0.174], [0.017, -0.008, 0.051], [-0.013, -0.019, -0.073], [0.004, 0.021, 0.020], [-0.112, -0.035, -0.051], [-0.003, 0.023, -0.014], [0.012, -0.031, 0.018], [-0.012, -0.127, 0.055], [0.005, -0.016, -0.015], [0.014, -0.006, 0.002], [-0.001, -0.013, 0.029], [0.013, -0.094, 0.128], [-0.023, 0.000, -0.008], [-0.013, 0.006, 0.023], [-0.010, 0.000, 0.007], [-0.015, 0.003, 0.002], [0.007, 0.002, 0.013], [-0.053, -0.098, -0.034], [-0.018, 0.003, -0.007], [-0.022, 0.027, -0.013], [-0.020, 0.004, 0.018], [-0.034, 0.055, -0.022], [0.007, 0.006, 0.016], [0.019, 0.007, 0.002], [-0.005, 0.006, -0.021], [-0.056, -0.015, 0.039], [0.009, -0.015, 0.030], [0.023, -0.011, 0.005], [-0.027, -0.056, -0.054], [0.020, -0.001, -0.065], [-0.004, 0.015, 0.013], [-0.004, 0.025, 0.002], [-0.010, -0.035, 0.013], [-0.003, 0.000, 0.023], [0.096, 0.100, 0.015], [-0.018, -0.012, 0.011], [-0.021, -0.008, -0.018], [0.025, 0.026, -0.004], [0.024, 0.089, 0.087], [-0.085, 0.033, -0.072], [0.019, 0.056, 0.020], [-0.007, 0.022, 0.007], [0.012, 0.010, -0.007], [-0.009, -0.016, -0.016], [-0.017, -0.016, 0.010], [-0.011, 0.007, 0.008], [0.011, -0.016, 0.012], [0.006, 0.032, 0.000], [-0.184, -0.086, -0.004], [0.161, 0.058, 0.110], [0.161, -0.002, 0.012], [-0.013, 0.013, 0.029], [0.021, 0.013, -0.009], [0.019, 0.003, 0.024]]}


Record 2
{"formula": "C13H23BN6ORuSi", "method": "wB97M-V/def2-TZVPD", "gap_ev": [7.24, 4.76], "multiplicity": 5, "total_charge": 4, "symbols": ["C", "O", "N", "N", "C", "H", "N", "N", "H", "H", "N", "N", "C", "C", "C", "H", "H", "C", "H", "Ru", "B", "H", "H", "H", "H", "H", "H", "H", "H", "H", "H", "C", "H", "H", "C", "C", "H", "H", "C", "C", "H", "H", "H", "C", "Si", "C"], "xyz": [[-0.32979, -1.94526, 0.46476], [0.17570, 0.42057, 2.18495], [1.40578, -0.33696, -2.75544], [-1.60432, -0.74191, -2.18568], [-0.03039, 3.12470, -2.82030], [0.43575, -0.47372, 1.88319], [0.04629, 1.83792, -2.45727], [-0.13050, 1.76652, -1.09326], [-0.92928, -2.11773, 1.39283], [-1.50073, -0.91487, 5.43002], [1.45596, -0.67509, -1.40008], [-1.04151, -0.23820, -3.33716], [-1.79177, -0.55240, -4.41716], [-0.24096, 3.90833, -1.70464], [-0.01680, 1.81294, 4.43316], [1.56103, -0.89993, 5.44185], [-1.50670, -1.95513, 3.99964], [-1.49429, -0.90748, 4.32999], [-1.48964, -0.25684, -5.41154], [-0.05238, -0.08743, -0.23361], [0.27391, 0.57393, -3.32860], [-0.34874, 4.98098, -1.66742], [-1.01518, -2.19109, -0.37515], [-0.41937, 3.19854, 0.43241], [-0.02049, 1.82987, 5.52555], [0.08217, 3.38007, -3.85486], [-3.43662, -1.85324, -1.91352], [1.59030, -1.92489, 3.99369], [2.46954, -0.37378, 4.00885], [-2.42145, -0.42182, 3.99854], [2.80086, -1.81866, -0.23293], [-2.75119, -1.36310, -2.57997], [0.44086, -2.70864, 0.45525], [0.55716, 0.88617, -4.45483], [-0.28919, 3.03086, -0.62303], [-2.90462, -1.25974, -3.98189], [2.51098, -0.81130, -4.47328], [0.86696, 2.34048, 4.05261], [2.41907, -0.94688, -3.39272], [1.55459, -0.88304, 4.34373], [-0.91478, 2.31164, 4.04775], [4.08705, -2.23403, -2.64813], [-3.71780, -1.62875, -4.57955], [2.56956, -1.46102, -1.23125], [0.02156, 0.06703, 3.83357], [3.18188, -1.64781, -2.47677]], "forces_ev_per_a": [[-1.436, -1.238, 0.179], [-0.135, -1.325, -0.999], [-0.407, 0.044, 0.391], [-2.325, -1.157, 0.155], [0.586, -2.859, -1.784], [0.302, -0.316, -0.161], [0.076, 1.287, -0.629], [-0.071, 2.047, 0.624], [0.413, 0.494, -0.432], [0.483, 0.261, -0.066], [-0.450, 0.445, -0.086], [-1.298, -0.388, -3.119], [3.152, 1.773, 0.925], [-0.433, 1.410, 2.457], [-0.852, 0.038, 0.431], [-0.325, 0.021, -0.021], [0.601, 0.244, -0.199], [-2.536, -1.992, 1.181], [-0.052, 0.019, -0.067], [0.516, -1.274, -1.360], [0.862, -0.229, -0.538], [0.017, 0.121, -0.081], [0.258, -0.436, 0.564], [-0.037, 0.192, 0.025], [-0.110, 0.138, 0.011], [0.016, 0.328, -0.362], [0.021, -0.060, 0.374], [-0.010, 0.213, 0.180], [-0.425, 0.398, -0.324], [0.487, 0.576, -0.340], [0.192, -0.059, -0.361], [2.174, 0.956, 2.193], [0.420, 0.081, -0.041], [-0.173, -0.023, 0.364], [0.089, -0.996, -0.649], [-1.115, -0.690, 0.087], [0.199, -0.137, 0.409], [0.048, -0.306, -0.069], [-1.075, 1.080, -0.419], [0.384, -1.563, 0.233], [0.143, 0.100, 0.284], [-0.393, 0.242, -0.076], [-0.248, -0.149, -0.157], [-0.290, 0.299, -0.732], [2.153, 3.146, 0.142], [0.602, -0.758, 1.862]]}


Record 3
{"formula": "C5H8N2O", "method": "wB97M-V/def2-TZVPD", "de_lowest_ev": 4.893, "gap_ev": 8.57, "smiles": "[H]/N=C/C(=C)N(O)C=C", "total_charge": 0, "symbols": ["H", "N", "H", "H", "O", "N", "C", "H", "C", "C", "H", "H", "H", "C", "H", "C"], "xyz": [[0.73412, 0.48685, -2.26477], [2.87404, 0.96823, 1.04310], [-2.26461, -2.26383, 0.30777], [-1.99406, 0.25352, 1.47012], [-1.03531, 0.10771, 1.53782], [-0.53905, -0.08053, 0.25342], [0.61300, 0.52552, -0.14490], [-1.39906, -0.18704, -1.78312], [-1.44904, -0.67285, -0.81333], [1.60023, 0.85799, 1.13716], [3.29700, 1.16282, 1.95918], [1.10173, 1.01943, 2.10762], [2.25225, 1.03478, -1.36696], [1.21755, 0.70332, -1.32098], [-2.78821, -2.16635, -1.47476], [-2.22057, -1.74957, -0.64737]], "forces_ev_per_a": [[-0.001, -0.076, -0.006], [-1.428, -0.329, -0.279], [-0.002, 0.016, -0.102], [0.320, 0.175, -0.349], [-0.082, -0.182, 0.435], [-2.652, -1.723, -3.617], [3.692, 1.184, 3.182], [0.289, 0.154, 0.251], [1.139, 0.363, 1.822], [-0.280, 0.092, -0.797], [-0.342, 0.017, -0.343], [-0.073, -0.244, -0.499], [-0.343, -0.009, 0.302], [-0.741, -0.196, -0.598], [0.036, 0.297, 0.160], [0.469, 0.461, 0.438]]}